No. 1
{"formula": "C9H15BF4IrN2SbSe4Si", "method": "the ωB97M-V functional and the def2-TZVPD basis", "symbols": ["Ir", "Sb", "Se", "Se", "Se", "Se", "Si", "F", "F", "F", "F", "N", "N", "C", "C", "C", "C", "C", "C", "C", "C", "C", "B", "H", "H", "H", "H", "H", "H", "H", "H", "H", "H", "H", "H", "H", "H", "H"], "positions_angstrom": [[-1.0851, 0.5620, -1.0409], [-4.0286, -0.9824, -2.4084], [-4.9333, -2.9317, -1.3132], [-3.4477, 0.9516, -0.8454], [-1.4760, -1.1207, -2.6515], [-5.0888, -0.2695, -4.4445], [-0.9578, -1.4368, 1.7475], [-0.1429, 3.1330, -1.3502], [0.0611, 5.2987, -0.5672], [1.7970, 4.3240, -1.7227], [1.2752, 3.5879, 0.3966], [1.0169, 0.3671, -1.0135], [-0.3465, -0.3277, 0.5419], [2.1441, 0.7902, -1.5725], [3.3393, 0.6493, -0.8763], [-0.3885, -0.8625, 3.4536], [2.0533, 1.4009, -2.9338], [2.1316, -0.2735, 1.0057], [3.3146, 0.1165, 0.4070], [-0.2058, -3.1257, 1.4223], [0.9655, -0.1255, 0.2499], [-2.8026, -1.5357, 1.7413], [0.7438, 4.1017, -0.8036], [4.2411, 0.0294, 0.9638], [0.6663, -1.0674, 3.6476], [-0.9737, -1.3809, 4.2189], [2.7781, 0.9399, -3.6078], [2.0950, -0.6359, 2.0221], [-0.5244, -3.4764, 0.4380], [-3.1254, -2.1883, 2.5589], [-0.5377, -3.8528, 2.1689], [-0.5515, 0.2108, 3.5729], [1.0493, 1.2683, -3.3317], [0.8865, -3.0950, 1.4364], [2.2496, 2.4721, -2.8647], [-3.1989, -1.9439, 0.8084], [4.2640, 0.9816, -1.3274], [-3.2573, -0.5530, 1.8736]], "lowdin_charge": [0.582, -0.325, -0.269, -0.042, -0.001, -0.298, 0.393, 0.028, 0.094, 0.068, 0.081, -0.027, -0.204, -0.308, -0.047, -0.181, -0.019, -0.026, -0.079, -0.169, -0.428, -0.206, -1.246, 0.098, 0.006, 0.020, 0.078, 0.084, 0.032, 0.031, 0.023, 0.032, 0.068, 0.017, 0.074, -0.048, 0.102, 0.007], "charge": -2, "max_force_ev_per_a": 1.0, "e_homo_ev": -2.0}


No. 2
{"formula": "C25H28EuF5O2", "method": "the ωB97M-V functional and the def2-TZVPD basis", "symbols": ["Eu", "F", "F", "F", "F", "F", "O", "O", "C", "C", "C", "C", "C", "C", "C", "C", "C", "C", "C", "C", "C", "C", "C", "C", "C", "C", "C", "C", "C", "C", "C", "C", "C", "H", "H", "H", "H", "H", "H", "H", "H", "H", "H", "H", "H", "H", "H", "H", "H", "H", "H", "H", "H", "H", "H", "H", "H", "H", "H", "H", "H"], "positions_angstrom": [[-0.6532, -0.3465, -1.2899], [-4.1326, -2.0616, 2.7558], [0.6080, -4.7416, 2.1188], [-3.6375, -4.1681, 4.3236], [-0.0077, -2.6902, 0.4158], [-1.2510, -5.6071, 4.0384], [2.8847, 0.2551, 0.2013], [1.5078, 0.6432, -2.4293], [2.4156, 1.5978, 0.5288], [0.9560, 0.9017, -4.8543], [1.1537, 2.9465, -3.3394], [3.0635, -0.5550, 1.3891], [-3.2795, -1.8800, -1.0371], [-0.5794, -4.1218, 2.2786], [3.1714, 1.5057, -3.7330], [1.6290, 1.5353, -3.6236], [-3.2655, 0.1791, -2.1003], [3.0363, 0.5972, -2.5540], [-0.7528, 2.0550, 1.9386], [-1.4966, -4.5231, 3.2623], [-3.0010, -1.2258, -2.2854], [-2.6982, -3.8221, 3.4209], [-2.0579, -2.3862, 1.6284], [-1.5160, 0.2634, 3.1388], [-3.7742, 0.3621, -0.7779], [3.3515, 0.4509, 2.4970], [-2.9557, -2.7235, 2.5794], [-3.7753, -0.8996, -0.1203], [-2.1479, 1.8934, 1.6551], [2.9317, 1.8960, 1.9412], [-2.6147, 0.7820, 2.4277], [-0.3656, 0.9982, 2.8150], [-0.8952, -3.0412, 1.4316], [3.5016, 1.0159, -1.6624], [-2.6838, -1.7424, -3.1933], [-3.2036, -2.9444, -0.8396], [1.4310, 3.6010, -4.1782], [1.2746, -0.1461, -5.0201], [3.8483, -1.3067, 1.2968], [-4.1862, 1.2804, -0.3464], [-3.1822, 0.9406, -2.8711], [3.8121, 2.5484, 1.8607], [-2.7388, 2.4794, 0.9773], [3.5910, 1.0250, -4.6183], [-0.1371, 0.9452, -4.7235], [3.6606, 2.4660, -3.5637], [-1.5644, -0.5837, 3.8292], [0.0686, 2.9837, -3.2398], [2.7744, 2.2358, -0.2980], [3.3868, -0.4232, -2.7438], [1.6079, 3.3872, -2.4474], [2.7702, 0.1458, 3.3821], [-4.1177, -1.1000, 0.8848], [1.3034, 1.7229, 0.4849], [1.2393, 1.4995, -5.7430], [-3.6243, 0.4324, 2.4448], [2.2044, 2.4020, 2.5939], [0.6517, 0.8073, 3.1259], [-0.1221, 2.8439, 1.5788], [2.1317, -1.0694, 1.6944], [4.4509, 0.4845, 2.6932]], "lowdin_charge": [1.927, 0.037, 0.072, 0.090, -0.069, 0.080, -0.216, -0.272, -0.209, -0.019, -0.019, -0.182, -0.187, -0.152, -0.082, -0.565, -0.303, -0.113, -0.157, -0.131, -0.327, -0.136, -0.007, -0.135, -0.147, -0.143, -0.265, -0.129, -0.164, -0.126, -0.142, -0.158, -0.261, 0.094, 0.077, 0.096, 0.104, 0.097, 0.121, 0.096, 0.071, 0.103, 0.057, 0.122, 0.079, 0.123, 0.102, 0.082, 0.104, 0.136, 0.091, 0.102, 0.067, 0.061, 0.103, 0.078, 0.099, 0.056, 0.064, 0.109, 0.112], "max_force_ev_per_a": 3.2, "e_homo_ev": [-6.8, -5.8], "s2": 12.312, "multiplicity": 7}


No. 3
{"formula": "C43H74NO5S5", "method": "the ωB97M-V functional and the def2-TZVPD basis", "symbols": ["S", "S", "S", "S", "S", "O", "O", "O", "O", "O", "N", "C", "C", "C", "C", "C", "C", "C", "C", "C", "C", "C", "C", "C", "C", "C", "C", "C", "C", "C", "C", "C", "C", "C", "C", "C", "C", "C", "C", "C", "C", "C", "C", "C", "C", "C", "C", "C", "C", "C", "C", "C", "C", "C", "H", "H", "H", "H", "H", "H", "H", "H", "H", "H", "H", "H", "H", "H", "H", "H", "H", "H", "H", "H", "H", "H", "H", "H", "H", "H", "H", "H", "H", "H", "H", "H", "H", "H", "H", "H", "H", "H", "H", "H", "H", "H", "H", "H", "H", "H", "H", "H", "H", "H", "H", "H", "H", "H", "H", "H", "H", "H", "H", "H", "H", "H", "H", "H", "H", "H", "H", "H", "H", "H", "H", "H", "H", "H"], "positions_angstrom": [[2.1721, -5.4217, -1.4361], [1.4362, 1.1773, 5.5587], [0.8795, -2.7749, -4.3856], [-3.9996, -1.6406, -1.0665], [4.4937, -4.8572, 2.2762], [2.8900, -4.6687, -2.6027], [-0.0436, -2.5437, -3.2687], [-3.3310, -1.0120, 0.1628], [3.2358, -4.1569, 1.7541], [1.3024, 1.4828, 4.0560], [0.3917, -0.0314, 0.4219], [1.8201, 0.0963, 0.7959], [2.3496, 3.9122, 2.5212], [-2.4911, -6.0582, 1.3940], [0.1464, 7.3753, -4.3623], [-0.2269, 1.1803, -0.2636], [1.6143, -2.0762, -0.0874], [2.3855, -7.2555, -1.6330], [-2.7346, -4.7810, 1.7327], [-0.4242, 5.0107, 0.1831], [2.4869, -1.3084, 0.8840], [-0.8249, 6.2363, -6.3148], [-4.6169, 4.4705, -0.9075], [0.4859, -5.3007, -1.7466], [-5.4351, 1.9896, -0.3396], [0.1099, 7.0411, -5.8848], [-0.2692, -4.4285, 2.2019], [-5.8837, 4.9644, -0.1120], [-0.8097, 3.4807, -0.1615], [0.0665, 2.3912, 0.2850], [-6.4793, 2.6253, 0.2777], [-3.2996, -3.3094, -1.2479], [0.3928, -1.1836, -0.4256], [0.0062, -5.8961, 1.7508], [-2.9745, -0.9364, -2.3949], [-0.1574, -3.6032, -5.5665], [4.9837, -3.8739, 3.6388], [-0.3215, -0.2709, 1.7524], [1.7903, -0.5835, 5.7221], [2.9855, 1.9291, 5.9234], [3.9738, -6.2961, 3.1831], [0.9638, -1.2542, -5.2791], [-0.9185, 7.0079, -3.5384], [1.7305, 4.7320, 3.6039], [2.2381, 6.7500, 2.1189], [2.8553, 5.9378, 1.1048], [-4.3787, 3.0668, -0.8197], [-6.7965, 4.0258, 0.2112], [-1.0805, -6.6844, 1.4587], [2.8541, 4.3661, 1.4305], [1.5521, 6.1201, 3.4426], [-1.8720, 5.6525, -5.4923], [-1.5746, -3.8876, 2.1821], [-1.9633, 6.0158, -4.1317], [2.8656, 2.1827, 7.0393], [-0.0165, -6.0676, -1.1053], [1.0914, 2.7281, 0.0729], [3.0860, 2.8618, 5.4673], [-1.8818, -2.8785, 2.3211], [1.2939, -1.4487, -6.3505], [-7.6811, 4.2823, 0.8423], [0.6427, -3.8264, 2.4248], [-3.1692, -3.6839, -2.5145], [-0.5203, -1.8080, -0.4666], [-0.0346, -4.3260, -1.6483], [-3.9539, 5.2778, -1.3685], [-1.0402, 7.4870, -2.6730], [-1.0332, -7.7277, 0.8256], [2.4048, -0.6501, 4.9621], [0.8264, 7.9563, -3.8155], [-7.3849, 1.9773, 0.8473], [-2.9337, 0.1237, -2.5587], [-2.3868, -3.1499, -0.7666], [-6.1980, 6.0457, -0.3963], [2.4517, 0.5862, 0.0681], [0.1248, 2.3028, 1.4302], [-0.3403, 5.0633, 1.2629], [-4.0522, -3.9390, -0.7871], [4.0375, -3.9179, 4.4558], [-1.2339, 1.0511, -0.2626], [-2.5395, 5.0329, -5.8459], [-0.9963, 5.9586, -0.1996], [-3.4789, 2.6767, -1.3815], [4.6599, -6.5074, 3.9540], [-1.8506, 3.1663, 0.2545], [2.2397, 7.8139, 1.9129], [-0.0836, 1.2012, -1.3166], [0.9157, -6.2931, 1.7268], [0.7384, -1.1113, 5.4800], [1.4366, -0.4923, -4.6431], [2.1045, -2.3572, -1.1226], [1.2175, 6.6562, 4.1293], [-3.3759, -1.2336, -3.1977], [3.8874, -7.0949, 2.6045], [3.4750, -1.1968, 0.5895], [-0.2651, 0.5634, 2.4536], [3.4576, -7.1323, -1.2798], [-3.1948, -6.7781, 0.9557], [3.2279, 6.4087, 0.2279], [3.1346, -5.9216, 3.7457], [0.1830, -1.0678, 2.2094], [0.5627, 5.0542, -0.1433], [1.8515, -7.7485, -0.8458], [5.0581, -2.8147, 3.4365], [2.0553, -7.7245, -2.5314], [3.3689, 3.5823, 0.6018], [1.9279, 0.6936, 1.6729], [2.2077, -0.6330, 6.6750], [-1.3148, -0.6041, 1.5791], [-0.4415, -4.4877, -5.3848], [1.3319, 4.4553, 4.4190], [0.6334, -3.8525, -6.2745], [5.8848, -4.4821, 4.1654], [-0.1231, -0.8440, -5.5786], [-5.2774, 0.9461, -0.3864], [2.6093, -1.7466, 1.8928], [3.9943, 1.4273, 5.9229], [-0.9408, 3.5565, -1.1863], [0.5317, -1.0095, -1.5668], [0.4724, -5.7927, -2.7006], [-1.0323, 6.1279, -7.3600], [2.5986, 2.7421, 2.6256], [-0.9404, -2.9266, -5.9219], [-1.9018, -1.2575, -2.1746], [0.7575, 7.5612, -6.6246], [-2.7136, 5.4840, -3.5845], [1.0487, -2.9212, 0.3790], [-3.7520, -4.5222, 1.7716]], "lowdin_charge": [0.798, 0.868, 0.822, 0.856, 0.825, -0.576, -0.573, -0.588, -0.579, -0.591, -0.183, -0.102, -0.176, -0.098, -0.036, -0.161, -0.142, -0.215, -0.105, -0.049, -0.132, -0.145, -0.063, -0.310, -0.041, -0.071, -0.042, -0.085, -0.211, -0.274, -0.147, -0.257, -0.166, -0.080, -0.234, -0.224, -0.314, 0.065, -0.221, -0.278, -0.237, -0.290, -0.051, -0.047, -0.024, -0.042, -0.083, -0.164, -0.085, -0.141, 0.027, -0.066, -0.047, -0.023, 0.080, 0.052, 0.114, 0.012, 0.063, 0.080, 0.109, 0.076, 0.177, 0.115, 0.049, 0.092, 0.032, 0.145, -0.030, 0.064, 0.156, 0.054, -0.015, 0.121, 0.142, 0.152, 0.051, 0.023, 0.120, 0.103, 0.034, 0.108, 0.071, 0.044, 0.130, 0.070, 0.149, 0.025, 0.127, 0.051, 0.150, -0.003, -0.043, 0.004, 0.091, 0.090, 0.064, 0.095, 0.065, 0.060, 0.082, 0.013, 0.028, 0.033, 0.050, 0.153, 0.094, 0.032, 0.074, -0.029, 0.010, 0.067, 0.109, 0.104, 0.040, 0.099, 0.089, 0.076, 0.135, 0.043, 0.097, 0.120, 0.077, 0.058, 0.109, 0.056, 0.087, 0.081], "charge": 1, "max_force_ev_per_a": 13.2, "e_homo_ev": -10.5}


No. 4
{"formula": "C20H29N2O2", "method": "the ωB97M-V functional and the def2-TZVPD basis", "symbols": ["O", "O", "N", "N", "C", "C", "C", "C", "C", "C", "C", "C", "C", "C", "C", "C", "C", "C", "C", "C", "C", "C", "C", "C", "H", "H", "H", "H", "H", "H", "H", "H", "H", "H", "H", "H", "H", "H", "H", "H", "H", "H", "H", "H", "H", "H", "H", "H", "H", "H", "H", "H", "H"], "positions_angstrom": [[-0.4039, 0.7925, -2.0512], [0.5427, 1.1088, -0.0321], [-1.4668, -2.8231, -2.6259], [-1.3982, -0.5903, 0.9701], [-3.7550, -5.8172, -4.6397], [1.1561, -3.7648, 1.5307], [-0.8127, -2.4362, 2.2440], [-2.4161, 1.5123, 0.4787], [-1.0258, -1.8813, 0.8783], [-0.7564, -1.8860, -3.5545], [-3.4460, -4.6039, -5.2615], [-2.7093, -3.6142, -4.6057], [-1.7264, 0.2935, -0.1309], [-0.4141, 0.7770, -0.7079], [-1.5974, 0.0776, 2.2691], [-0.1398, -3.7899, 2.3335], [-0.6283, -3.2886, -1.4784], [-2.1976, -3.8445, -3.2982], [-3.1864, -6.0842, -3.3896], [-0.1903, -2.4188, -0.3587], [-2.0332, 1.5032, 1.9544], [-2.4369, -5.1152, -2.7204], [0.8335, 1.2529, -2.6164], [1.0643, -3.2170, 0.1227], [-3.4927, 1.3825, 0.3527], [1.8777, -2.5218, -0.1190], [-2.1048, 2.4312, -0.0314], [1.6414, 0.5446, -2.3820], [-2.5407, -2.6708, -5.1077], [-4.4374, -6.5227, -5.0792], [-0.5619, -2.4126, -4.5088], [-1.2094, 2.1959, 2.1482], [-1.0335, -4.2490, -1.0863], [-3.8249, -4.4176, -6.2640], [0.6471, 1.2873, -3.6898], [0.3128, -3.6167, -2.0109], [1.5431, -4.7920, 1.5118], [-2.8786, 1.7868, 2.5897], [1.2289, -4.1234, -0.4804], [-3.3541, -7.0396, -2.8938], [-0.6878, 0.1026, 2.8978], [-0.8228, -4.5826, 2.0097], [0.2225, -1.5462, -3.1766], [-2.2755, -0.2393, -0.9099], [-2.3714, -0.4370, 2.8624], [-1.7531, -2.4626, 2.8026], [-1.3541, -0.9867, -3.7990], [0.1197, -3.9958, 3.3847], [1.9130, -3.1593, 2.0371], [1.0815, 2.2444, -2.2208], [-2.0685, -5.3691, -1.7283], [0.2678, -1.4560, -0.7408], [-0.1356, -1.7525, 2.7779]], "lowdin_charge": [-0.050, 0.133, -0.117, 0.031, -0.089, -0.183, -0.132, -0.083, 0.041, -0.059, -0.078, -0.036, -0.153, -0.478, -0.108, -0.170, -0.160, -0.222, -0.082, -0.154, -0.125, -0.042, -0.024, -0.141, 0.130, 0.132, 0.140, 0.104, 0.095, 0.099, 0.092, 0.125, 0.114, 0.108, 0.104, 0.148, 0.124, 0.127, 0.117, 0.107, 0.145, 0.125, 0.078, 0.174, 0.142, 0.140, 0.091, 0.130, 0.120, 0.107, 0.085, 0.138, 0.139], "charge": 1, "max_force_ev_per_a": 3.7, "smiles": "COC(=O)[C@@H]1CCC/[N+]1=C1\\CCCC[C@H]1CN(C)c1ccccc1", "e_homo_ev": -10.3}


| no. | energy (eV) |
| --- | --- |
| 1 | -302755.601 |
| 2 | -63379.296 |
| 3 | -111668.284 |
| 4 | -28277.979 |